1) 9
Properties=species:S:1:pos:R:3 method="wB97M-V/def2-TZVPD" smiles=COC#N.I orbital_gap_ha=0.365 e_homo_ha=-0.3461 total_charge=0
C 1.9719 -0.1199 -0.2061
O 0.7580 -0.8449 0.1001
C -0.2677 -0.1830 0.3708
N -1.2150 0.3745 0.6667
H 2.7712 -0.9659 -0.3466
H 2.4335 0.5414 0.5244
H 1.7105 0.6026 -0.9545
I -4.4263 0.6081 -0.7102
H -3.7361 -0.0129 0.5555


2) 9
Properties=species:S:1:pos:R:3 method="wB97M-V/def2-TZVPD" smiles="C=C=N.OI" orbital_gap_ha=0.311 e_homo_ha=-0.3274 total_charge=0
C 0.8993 -0.4667 -1.2114
C 0.9699 -0.3148 0.0765
N 0.8150 -0.1352 1.2809
H 1.5735 0.0016 -1.8304
H 0.1492 -1.0659 -1.6434
H 1.3708 -0.5988 2.1496
O -1.9333 1.0987 0.8738
I -2.7464 -0.0960 -0.4282
H -1.0982 1.5770 0.7327


3) 9
Properties=species:S:1:pos:R:3 method="wB97M-V/def2-TZVPD" orbital_gap_ha="0.254 / 0.253" e_homo_ha="-0.3537 / -0.3528" total_charge=0
C -0.5157 -0.5456 -0.0655
C 0.4630 -0.3506 0.9226
N -0.1052 -1.2860 -1.0117
O 1.1911 1.6445 -0.5354
I -2.5491 0.1158 0.3112
H 1.4315 -0.5515 0.6729
H 0.0977 -0.0389 1.8822
H -0.6114 -1.2891 -1.8989
H 0.5982 2.3015 -0.2774


Most stable of them? 1).


1) 16
Properties=species:S:1:pos:R:3 method="wB97M-V/def2-TZVPD" smiles="C1=NCC2(C1)CC2" orbital_gap_ha=0.384 e_homo_ha=-0.3462 total_charge=0
C 0.5825 -1.6817 -0.3538
N -0.3191 -1.5343 -1.2472
C -1.2042 -0.4250 -0.7914
C -0.2565 0.2600 0.1888
C 0.2714 -0.9851 0.9292
C -0.1391 1.6027 0.8077
C 0.6653 1.3064 -0.4256
H 1.5368 -2.1477 -0.5583
H -2.1343 -0.7488 -0.3081
H -1.4810 0.1504 -1.6804
H 1.0179 -0.7901 1.7007
H -0.5362 -1.5801 1.4162
H 0.4465 1.5873 1.7241
H -0.9459 2.3194 0.7843
H 0.3080 1.7705 -1.3485
H 1.7510 1.2390 -0.3946


2) 16
Properties=species:S:1:pos:R:3 method="wB97M-V/def2-TZVPD" orbital_gap_ha=0.323 e_homo_ha=-0.2953 total_charge=0
C -0.6432 0.6586 2.1613
C -0.3369 0.5953 0.6883
C 0.0243 1.5199 -0.2136
C 0.7841 0.9612 -1.3526
N 0.9675 -0.5401 -1.2362
C -0.1827 -1.4128 -1.3772
C 0.4235 -1.0562 -0.0659
H -1.6628 1.0179 2.3402
H 0.0493 1.3365 2.6663
H -0.5501 -0.3298 2.6236
H 0.3769 1.2126 -2.3393
H 1.7949 1.3829 -1.3128
H -0.0033 -2.3718 -1.8605
H -1.1498 -0.9575 -1.6159
H -0.8244 -0.3423 0.2277
H 0.9328 -1.6746 0.6665


3) 16
Properties=species:S:1:pos:R:3 method="wB97M-V/def2-TZVPD" smiles="C=C=CC[C@H]1CN1" orbital_gap_ha=0.382 e_homo_ha=-0.3436 total_charge=0
C -3.0359 -1.0549 1.4866
C -2.0515 -0.2996 1.0803
C -1.0789 0.5400 0.8397
C -0.2471 0.6725 -0.4213
C 1.2642 0.7443 -0.2463
C 2.1559 -0.4318 -0.3917
N 2.0272 0.5363 -1.4779
H -2.8365 -1.9968 1.9884
H -4.0727 -0.7514 1.3689
H -0.9964 1.2635 1.6492
H -0.5529 1.5856 -0.9505
H -0.4639 -0.1611 -1.0969
H 1.6193 1.5301 0.4229
H 1.7356 -1.4127 -0.6038
H 3.0839 -0.4519 0.1795
H 2.8422 1.1421 -1.5201


4) 16
Properties=species:S:1:pos:R:3 method="wB97M-V/def2-TZVPD" orbital_gap_ha=0.317 e_homo_ha=-0.3054 total_charge=0
C 0.8683 -2.0329 -0.9319
C -0.0534 -1.0814 -0.2206
C -1.1786 -1.4479 0.4025
C -1.4312 1.0257 1.2748
C -0.3571 1.1885 0.5061
C 0.1111 2.6239 0.5159
N 0.3672 0.2445 -0.2007
H 1.8800 -1.9972 -0.5118
H 0.4949 -3.0556 -0.8486
H 0.9390 -1.7876 -1.9991
H -1.4671 -2.4879 0.4985
H -1.8759 -0.7202 0.8347
H 0.0659 3.0522 -0.4913
H -0.5302 3.2262 1.1670
H 1.1368 2.6848 0.8944
H 1.0304 0.5649 -0.8899


Most stable of them? 1).


1) 16
Properties=species:S:1:pos:R:3 method="wB97M-V/def2-TZVPD" orbital_gap_ha=0.322 e_homo_ha=-0.3243 total_charge=0
C -1.4723 1.4766 -0.6232
C -0.1686 0.7295 -0.3194
C -0.4064 -0.7351 0.1000
C 0.8627 -1.5811 -0.0414
C 2.0423 -1.4457 0.8122
C 0.5870 1.4324 0.7319
N 1.1542 1.9745 1.5827
H -1.2752 2.5159 -0.9003
H -2.1377 1.4712 0.2458
H -1.9855 0.9877 -1.4573
H -1.1987 -1.1448 -0.5389
H -0.7742 -0.7615 1.1333
H 0.6911 -2.6093 0.3801
H 1.1067 -1.7671 -1.0963
H 1.6873 -0.9995 1.7672
H 0.4586 0.7379 -1.2211


2) 16
Properties=species:S:1:pos:R:3 method="wB97M-V/def2-TZVPD" smiles=CC#CCN1CC1 orbital_gap_ha=0.363 e_homo_ha=-0.3238 total_charge=0
C 3.3726 0.4142 0.2323
C 2.0059 -0.0341 -0.0322
C 0.8936 -0.4283 -0.2737
C -0.4349 -0.9352 -0.6311
N -1.4321 -0.4880 0.2982
C -2.7760 -0.1964 -0.0398
C -1.8273 0.8373 0.6306
H 3.8036 0.8867 -0.6565
H 4.0095 -0.4325 0.5082
H 3.3995 1.1403 1.0503
H -0.6549 -0.6822 -1.6827
H -0.4430 -2.0279 -0.5445
H -3.5906 -0.6391 0.5280
H -3.0007 -0.1832 -1.1305
H -1.7059 1.7472 0.0447
H -1.6191 1.0213 1.6988


Most stable of them? 2).


1) 16
Properties=species:S:1:pos:R:3 method="wB97M-V/def2-TZVPD" smiles="CC1=C[C@@H]2N[C@@H]2C1" orbital_gap_ha=0.357 e_homo_ha=-0.3154 total_charge=0
C -1.9405 -0.8660 -0.7717
C -0.7178 -0.1497 -0.3285
C -0.6442 0.7836 0.6251
C 0.7467 0.8695 1.1202
N 1.7592 1.3903 0.2359
C 1.5252 -0.1370 0.3914
C 0.6770 -0.5301 -0.8150
H -2.7892 -0.5579 -0.1554
H -1.7751 -1.9404 -0.5996
H -2.1665 -0.7281 -1.8306
H -1.4433 1.3902 1.0318
H 0.9470 0.9575 2.1867
H 2.3827 2.0042 0.7635
H 1.9639 -0.9831 0.9490
H 0.7742 -1.5473 -1.2209
H 0.9904 0.1674 -1.6012


2) 16
Properties=species:S:1:pos:R:3 method="wB97M-V/def2-TZVPD" smiles=Cc1ccc(C)[nH]1 orbital_gap_ha=0.332 e_homo_ha=-0.2923 total_charge=0
C -0.1177 2.4439 -0.7756
C 0.2301 1.0577 -0.3215
C 1.4300 0.5354 0.0446
C 1.2274 -0.8456 0.4046
C -0.1006 -1.0934 0.3110
C -0.9684 -2.2288 0.7522
N -0.7524 0.0574 -0.1697
H -1.1251 2.7274 -0.4536
H 0.5862 3.1628 -0.3415
H -0.0720 2.5538 -1.8662
H 2.3736 1.0675 0.0684
H 1.9816 -1.5503 0.7215
H -1.9425 -2.2284 0.2465
H -0.4963 -3.2014 0.6053
H -1.1759 -2.1128 1.8227
H -1.0781 -0.3450 -1.0486


3) 16
Properties=species:S:1:pos:R:3 method="wB97M-V/def2-TZVPD" orbital_gap_ha=0.280 e_homo_ha=-0.2668 total_charge=0
C -1.3534 2.1853 0.0300
C -0.4825 0.9849 0.2815
C -0.6739 -0.1566 0.9928
C 0.0954 -2.3037 -0.0702
C 0.5382 -1.0076 0.6357
C 1.3980 -0.1860 -0.2787
N 0.7822 0.9362 -0.4638
H -2.3319 1.9444 0.4500
H -1.4844 2.3704 -1.0469
H -0.9933 3.1149 0.4935
H 0.9248 -2.9431 -0.3883
H -0.4912 -2.0457 -0.9562
H -0.5393 -2.8621 0.6172
H 1.1188 -1.2832 1.5289
H 2.3418 -0.4248 -0.7666
H 1.1507 1.6767 -1.0587


Most stable of them? 2).


1) 13
Properties=species:S:1:pos:R:3 method="wB97M-V/def2-TZVPD" smiles="ON1CC[NH+]=C1F" orbital_gap_ha=0.408 e_homo_ha=-0.5526 total_charge=+1
O 0.7003 1.0566 -2.0201
N 0.0590 0.4470 -1.0126
C -0.1976 1.0674 0.3033
C -0.3114 -0.1724 1.3030
N -0.2782 -1.2455 0.4003
C -0.1178 -0.8416 -0.8441
F -0.0375 -1.7242 -1.7748
H 1.7006 0.9234 -1.8986
H -1.0944 1.6257 0.3805
H 0.6019 1.6587 0.6594
H 0.4540 -0.2742 2.0611
H -1.2658 -0.3296 1.8354
H -0.2131 -2.1913 0.6072


2) 13
Properties=species:S:1:pos:R:3 method="wB97M-V/def2-TZVPD" smiles="ON1CC[NH+]=C1F" orbital_gap_ha=0.397 e_homo_ha=-0.5568 total_charge=+1
O -1.4399 -1.8188 -0.0603
N -0.6735 -0.6915 0.0467
C 0.7641 -0.8012 -0.0944
C 1.2330 0.6612 0.0436
N -0.0400 1.4090 -0.1201
C -1.0425 0.5560 -0.1036
F -2.4996 0.9487 -0.0012
H -1.9529 -2.1060 0.6671
H 1.2673 -1.2782 -0.9327
H 1.0295 -1.1945 0.8504
H 1.6837 0.8602 0.9454
H 1.8281 1.0666 -0.7808
H -0.1572 2.3883 -0.4603


Most stable of them? 1).


1) 15
Properties=species:S:1:pos:R:3 method="wB97M-V/def2-TZVPD" smiles="[H]/N=c1/cnn(C)n1N" orbital_gap_ha=0.304 e_homo_ha=-0.3050 total_charge=0
H -2.3253 0.7443 0.9588
N -2.5705 -0.2833 0.3013
C -1.2360 -0.5827 0.1992
C -0.6296 -1.8663 -0.2818
N 0.5919 -1.6291 -0.6784
N 0.9314 -0.3791 -0.2630
C 1.9915 0.1189 0.4194
N -0.2479 0.3828 -0.0349
N -0.6078 1.4862 -0.8259
H -1.1316 -2.7966 -0.1775
H 2.0367 1.1729 0.0672
H 2.9808 -0.3152 -0.0234
H 2.0578 0.2211 1.5554
H -0.0349 2.4056 -0.1952
H -1.8066 1.3205 -1.0214


2) 15
Properties=species:S:1:pos:R:3 method="wB97M-V/def2-TZVPD" orbital_gap_ha=0.342 e_homo_ha=-0.3197 total_charge=0
H 3.1723 1.5423 -0.2432
N 2.1576 1.3846 -0.0171
C 1.9738 0.0939 0.0080
N 3.0102 -0.8891 -0.0955
N 0.6792 -0.4041 0.1385
C -0.4345 0.3457 -0.0101
N -1.5032 -0.3546 -0.0017
N -2.5946 0.4364 0.0279
C -3.7051 -0.2276 -0.0259
H 3.0816 -1.2649 0.8730
H 2.7907 -1.7525 -0.7531
H 0.4960 -1.3628 0.2638
H -0.3488 1.4244 0.0302
H -3.7313 -1.3326 -0.2676
H -4.7101 0.2623 -0.0998


Most stable of them? 2).


1) 15
Properties=species:S:1:pos:R:3 method="wB97M-V/def2-TZVPD" smiles="[H]/N=c1/cn[nH]n1NC" orbital_gap_ha=0.338 e_homo_ha=-0.3079 total_charge=0
H -0.2883 2.2235 -0.4927
N 0.6733 2.1243 -0.1944
C 0.9282 0.8653 -0.2380
C 2.1486 0.2164 0.2491
N 2.0332 -1.0756 0.2176
N 0.8008 -1.3319 -0.2779
N 0.1198 -0.1855 -0.6870
N -1.2393 -0.1170 -0.6143
C -1.7737 -0.1748 0.6966
H 3.0430 0.8500 0.6978
H 0.8534 -1.9555 -1.1328
H -1.5522 -0.7154 -1.2669
H -1.4729 0.7105 1.3302
H -2.9179 -0.3225 0.5415
H -1.3559 -1.1119 1.1713


2) 15
Properties=species:S:1:pos:R:3 method="wB97M-V/def2-TZVPD" smiles="[H]/N=c1/nnn(C)n1C" orbital_gap_ha=0.313 e_homo_ha=-0.2955 total_charge=0
H -2.3889 2.2258 0.4750
N -3.0348 1.4967 0.1516
C -2.4098 0.4429 -0.0376
N -2.8611 -0.7392 -0.5474
N -1.9451 -1.5881 -0.5609
N -0.8329 -1.1476 -0.0049
C 0.4344 -1.9195 -0.1386
N -0.9639 0.2079 0.1912
C 0.0536 0.9693 0.7691
H 1.1291 -1.2562 0.4367
H 0.2672 -2.7577 0.3976
H 0.6035 -2.0926 -1.2114
H 0.5698 0.5292 1.6890
H 0.7306 1.1773 -0.1102
H -0.5007 1.8661 1.1489


3) 15
Properties=species:S:1:pos:R:3 method="wB97M-V/def2-TZVPD" orbital_gap_ha=0.303 e_homo_ha=-0.2730 total_charge=0
N -2.2590 1.1837 0.4666
N -0.9837 0.7644 0.4514
C -0.5320 0.0951 1.4441
C 0.8291 -0.3131 1.5824
C 1.7580 -0.4950 0.6058
N 1.5713 -0.6127 -0.7202
N 0.8466 0.1312 -1.4313
N 0.5459 -0.3575 -2.6179
H -2.6221 1.4079 -0.4462
H -2.9153 0.7184 1.0951
H -1.1941 -0.1556 2.2915
H 1.1204 -0.5791 2.5912
H 2.7517 -0.8234 0.8993
H 0.8970 -1.2633 -2.9230
H 0.1863 0.2991 -3.2889


Most stable of them? 2).